[1]
Computed, not measured: a 2-piece molecular cluster, C5H10O2 overall, with wB97M-V/def2-TZVPD.

The geometry in XYZ format:
```
17
Properties=species:S:1:pos:R:3:forces:R:3
C -0.847 0.895 1.671 0.0 0.1 0.2
O -0.828 0.088 0.508 0.0 -0.1 0.0
C -0.285 0.740 -0.608 0.0 0.1 -0.2
C 1.205 0.862 -0.757 0.1 0.1 0.1
C 0.421 -0.076 -1.648 -0.1 0.5 -0.1
C 0.562 -2.647 0.140 -0.5 0.3 0.5
O -0.737 -2.562 0.000 0.3 -0.2 0.0
H -1.486 1.779 1.530 0.1 -0.1 0.0
H 0.168 1.221 1.933 -0.2 0.0 0.0
H -1.261 0.285 2.476 0.1 0.1 -0.1
H -0.896 1.591 -0.925 0.1 -0.3 -0.1
H 1.619 1.776 -1.179 -0.1 -0.2 0.1
H 1.816 0.409 0.019 -0.1 0.0 -0.1
H 0.257 0.223 -2.675 0.0 0.1 0.0
H 0.556 -1.141 -1.549 0.0 0.1 0.2
H 0.872 -1.720 0.728 -0.1 -0.4 -0.3
H -1.134 -1.722 0.334 0.4 0.0 0.0
```
Positions in Å, forces in eV/Å.

Values from the calculation:
Electronic energy = -346.8225 Eh
Relative energy (zero: lowest compared OMol25 entry of this formula, charge and spin) = 532.8 kJ/mol
Total charge = 0
F_max = 0.015 hartree/bohr


[2]
Computed, not measured: one molecule with the formula C5H10O2, with wB97M-V/def2-TZVPD.

The geometry in XYZ format:
```
17
Properties=species:S:1:pos:R:3:forces:R:3
C -1.649 -0.386 1.258 0.0 0.0 0.1
C -0.586 -0.590 0.196 0.1 -0.1 0.1
O -0.918 0.136 -0.989 -0.1 0.0 0.1
C 0.276 0.424 -1.716 0.3 0.1 -0.2
C 1.451 0.004 -0.817 0.1 0.1 0.0
C 0.808 -0.081 0.567 0.1 -0.4 0.0
O 0.787 1.154 1.257 -0.2 0.2 -0.1
H -2.444 -1.133 1.188 0.1 0.1 0.0
H -2.108 0.606 1.187 0.2 -0.2 0.0
H -1.169 -0.473 2.236 -0.2 0.0 0.0
H -0.495 -1.665 -0.034 0.0 0.1 0.0
H 0.287 1.499 -1.930 0.0 -0.1 0.0
H 0.281 -0.109 -2.675 -0.1 0.0 0.2
H 1.833 -0.981 -1.110 -0.1 0.2 0.1
H 2.281 0.711 -0.823 -0.1 0.0 0.0
H 1.342 -0.778 1.223 -0.1 0.1 -0.1
H 0.007 1.656 0.986 0.1 -0.1 -0.1
```
Positions in Å, forces in eV/Å.

Values from the calculation:
Electronic energy = -346.9767 Eh
Relative energy (zero: lowest compared OMol25 entry of this formula, charge and spin) = 127.9 kJ/mol
Total charge = 0
F_max = 0.008 hartree/bohr


[3]
Computed, not measured: one molecule with the formula C5H10O2, with wB97M-V/def2-TZVPD.

The geometry in XYZ format:
```
17
Properties=species:S:1:pos:R:3:forces:R:3
C 0.087 -1.741 -1.556 -0.1 -0.2 -0.1
O 0.442 -0.573 -0.848 0.0 0.0 0.1
C -0.582 0.338 -0.560 -0.1 0.1 -0.1
C -1.436 0.191 0.673 -0.1 -0.2 0.1
C -0.311 1.196 0.636 0.1 0.1 0.0
C 0.966 0.861 1.384 -0.3 0.0 0.3
O 2.112 1.157 0.618 0.1 -0.1 -0.2
H -0.145 -1.533 -2.611 0.0 0.1 0.2
H -0.765 -2.257 -1.096 0.1 0.1 0.0
H 0.961 -2.399 -1.521 -0.2 0.1 0.0
H -1.039 0.797 -1.439 0.1 -0.1 0.1
H -2.462 0.547 0.625 0.2 -0.1 0.0
H -1.289 -0.669 1.322 0.0 0.0 -0.2
H -0.561 2.253 0.570 0.1 -0.2 0.0
H 1.046 1.441 2.309 -0.1 0.0 -0.1
H 0.940 -0.203 1.662 0.1 0.2 0.0
H 2.034 0.595 -0.169 0.1 0.1 0.1
```
Positions in Å, forces in eV/Å.

Values from the calculation:
Electronic energy = -346.9329 Eh
Relative energy (zero: lowest compared OMol25 entry of this formula, charge and spin) = 243.1 kJ/mol
Total charge = 0
F_max = 0.007 hartree/bohr


[4]
Computed, not measured: a 2-piece molecular cluster, C5H10O2 overall in a non-equilibrium geometry, with wB97M-V/def2-TZVPD.

The geometry in XYZ format:
```
17
Properties=species:S:1:pos:R:3:forces:R:3
C -0.369 -2.520 -0.705 -0.1 -0.1 0.0
O 0.336 -1.287 -0.642 0.1 0.2 -0.1
C -0.005 -0.387 0.284 0.9 0.1 0.6
C 0.401 0.900 0.257 0.6 -0.4 0.3
C 0.263 1.750 1.491 0.1 0.1 0.1
C 1.011 1.469 -0.951 0.2 0.1 0.1
O 1.543 2.562 -0.996 -0.2 -0.3 0.0
H -0.620 -2.897 0.294 0.1 0.1 -0.1
H 0.301 -3.227 -1.199 -0.1 0.1 0.1
H -1.281 -2.408 -1.297 0.1 0.0 0.1
H -0.678 -0.737 1.077 0.5 0.0 0.0
H 0.644 2.751 1.277 -0.1 -0.1 0.0
H -0.764 1.842 1.870 0.1 -0.1 -0.2
H 0.878 1.314 2.283 -0.1 0.2 0.1
H 0.926 0.849 -1.867 0.0 0.1 0.2
H -1.855 -0.163 -0.771 -0.7 0.5 -0.5
H -1.425 0.438 -0.597 -1.3 -0.5 -0.6
```
Positions in Å, forces in eV/Å.

Values from the calculation:
Electronic energy = -346.8811 Eh
Relative energy (zero: lowest compared OMol25 entry of this formula, charge and spin) = 379.0 kJ/mol
Total charge = 0
F_max = 0.030 hartree/bohr


[5]
Computed, not measured: a 2-piece molecular cluster, C5H10O2 overall, with wB97M-V/def2-TZVPD.

The geometry in XYZ format:
```
17
Properties=species:S:1:pos:R:3:forces:R:3
O 2.800 -0.586 -0.869 0.1 0.2 0.0
C 1.825 -1.116 -0.049 0.1 -0.3 0.2
C 0.467 -0.114 -0.508 -0.1 -0.2 0.0
C -0.322 -0.840 0.423 0.0 0.1 0.0
C -2.207 0.593 0.289 0.0 0.1 0.0
C -1.526 1.746 0.127 -0.1 -0.1 0.0
O 0.836 1.091 -0.267 0.0 0.0 -0.1
H 2.703 0.384 -0.793 0.0 -0.1 0.0
H 2.010 -0.931 1.012 0.0 -0.1 -0.1
H 1.703 -2.170 -0.305 0.0 0.1 0.2
H 0.369 -0.472 -1.552 -0.1 0.2 0.1
H -0.241 -0.582 1.477 0.0 0.0 -0.2
H -0.784 -1.796 0.179 0.2 0.1 -0.1
H -2.504 0.243 1.275 0.0 0.1 -0.1
H -2.626 0.063 -0.562 0.0 0.1 0.1
H -1.164 2.318 0.975 -0.1 -0.1 -0.1
H -1.340 2.169 -0.853 -0.1 0.0 0.1
```
Positions in Å, forces in eV/Å.

Values from the calculation:
Electronic energy = -346.8144 Eh
Relative energy (zero: lowest compared OMol25 entry of this formula, charge and spin) = 554.1 kJ/mol
Total charge = 0
F_max = 0.008 hartree/bohr


[6]
Computed, not measured: one molecule with the formula C5H10O2, with wB97M-V/def2-TZVPD.

The geometry in XYZ format:
```
17
Properties=species:S:1:pos:R:3:forces:R:3
O -0.134 -1.848 1.757 -0.1 -0.2 0.3
C -0.040 -0.441 1.649 0.0 0.4 -0.1
C 0.465 -0.119 0.257 0.0 0.0 0.0
C -0.463 -0.592 -0.868 -0.1 -0.1 0.0
C -0.184 0.407 -2.008 -0.2 -0.2 -0.2
O 0.605 1.458 -1.460 0.0 0.1 -0.1
C 0.550 1.373 -0.052 0.0 0.1 0.3
H -0.463 -2.063 2.638 0.1 0.0 -0.1
H -1.025 0.036 1.798 0.1 -0.1 0.0
H 0.649 -0.027 2.404 -0.1 -0.1 -0.1
H 1.459 -0.564 0.134 -0.1 0.0 0.0
H -0.281 -1.631 -1.151 0.0 0.1 0.0
H -1.506 -0.523 -0.536 0.1 0.0 0.0
H -1.117 0.816 -2.422 0.2 -0.1 0.1
H 0.384 -0.039 -2.831 -0.1 0.1 0.1
H -0.342 1.894 0.341 0.1 0.0 -0.1
H 1.443 1.862 0.349 -0.1 -0.1 0.0
```
Positions in Å, forces in eV/Å.

Values from the calculation:
Electronic energy = -346.9695 Eh
Relative energy (zero: lowest compared OMol25 entry of this formula, charge and spin) = 147.0 kJ/mol
Total charge = 0
F_max = 0.009 hartree/bohr


[7]
Computed, not measured: one molecule with the formula C5H10O2 in a non-equilibrium geometry, with wB97M-V/def2-TZVPD.

The geometry in XYZ format:
```
17
Properties=species:S:1:pos:R:3:forces:R:3
C 2.068 0.074 0.850 0.1 0.0 0.0
C 0.654 0.560 0.592 0.1 -0.2 0.3
O 0.601 1.396 -0.548 0.0 -0.1 -0.1
C -0.299 -0.638 0.503 0.1 0.0 0.1
C -1.652 -0.274 -0.061 0.1 -0.1 -0.3
C -1.601 -0.356 -1.554 0.0 0.2 -0.6
O -0.635 -0.351 -2.294 -0.6 -0.1 0.8
H 2.110 -0.507 1.777 0.1 0.1 -0.1
H 2.400 -0.564 0.023 0.0 0.1 0.1
H 2.748 0.925 0.920 0.0 -0.1 0.1
H 0.340 1.202 1.424 0.0 -0.1 0.0
H 0.597 0.819 -1.328 0.0 0.1 0.0
H 0.116 -1.394 -0.185 0.1 0.2 0.4
H -0.410 -1.107 1.482 0.1 0.1 0.0
H -2.004 0.744 0.182 0.2 -0.2 0.0
H -2.459 -0.958 0.253 0.3 0.2 0.0
H -2.600 -0.441 -1.964 -0.6 0.0 -0.7
```
Positions in Å, forces in eV/Å.

Values from the calculation:
Electronic energy = -346.9773 Eh
Relative energy (zero: lowest compared OMol25 entry of this formula, charge and spin) = 126.3 kJ/mol
Total charge = 0
F_max = 0.019 hartree/bohr


[8]
Computed, not measured: C5H10O2 as an isolated structure, with wB97M-V/def2-TZVPD.

The geometry in XYZ format:
```
17
Properties=species:S:1:pos:R:3:forces:R:3
C 0.360 -1.646 1.591 0.0 -0.2 0.2
O 0.659 -0.995 0.378 0.0 0.0 -0.1
C -0.498 -0.436 -0.170 -0.2 0.0 0.0
C -1.108 0.765 0.559 0.1 -0.2 0.4
O -1.278 1.460 -0.679 0.6 0.0 -0.2
C -0.304 0.565 -1.316 0.1 0.0 -0.3
C 1.129 1.098 -1.425 -0.2 0.1 0.1
H -0.069 -0.948 2.327 0.1 -0.1 -0.1
H -0.359 -2.466 1.436 0.1 0.1 0.0
H 1.289 -2.054 1.992 -0.1 0.0 -0.1
H -1.230 -1.219 -0.417 0.0 0.1 0.1
H -0.332 1.245 1.166 -0.1 0.0 0.2
H -2.017 0.638 1.153 0.0 0.1 -0.2
H -0.719 0.293 -2.286 0.2 -0.2 -0.1
H 1.228 1.793 -2.265 -0.1 -0.1 0.2
H 1.379 1.618 -0.496 0.1 0.0 -0.1
H 1.871 0.289 -1.549 -0.5 0.2 0.0
```
Positions in Å, forces in eV/Å.

Values from the calculation:
Electronic energy = -346.9302 Eh
Relative energy (zero: lowest compared OMol25 entry of this formula, charge and spin) = 250.0 kJ/mol
Total charge = 0
F_max = 0.011 hartree/bohr


[9]
Computed, not measured: one molecule with the formula C5H10O2, with wB97M-V/def2-TZVPD.

The geometry in XYZ format:
```
17
Properties=species:S:1:pos:R:3:forces:R:3
O -1.508 -0.996 1.055 -0.2 0.1 0.1
C -1.182 -1.048 -0.319 0.0 -0.1 -0.4
C 0.268 -0.594 -0.644 0.0 0.0 0.1
C 0.387 0.901 -0.958 0.0 0.1 -0.1
C 0.120 1.511 0.414 0.0 0.1 -0.1
O 0.591 0.534 1.366 0.2 0.0 0.0
C 1.053 -0.644 0.660 0.2 0.0 0.0
H -0.947 -0.317 1.479 -0.3 -0.2 0.0
H -1.309 -2.091 -0.627 0.0 0.1 0.0
H -1.901 -0.446 -0.896 0.1 0.0 0.0
H 0.701 -1.204 -1.447 -0.1 0.1 0.3
H 1.411 1.128 -1.277 -0.1 0.0 0.0
H -0.299 1.252 -1.736 0.0 -0.1 0.2
H 0.629 2.464 0.589 0.0 -0.2 0.0
H -0.959 1.670 0.560 0.2 -0.1 0.1
H 2.136 -0.580 0.537 0.0 0.0 -0.2
H 0.809 -1.539 1.243 0.1 0.3 0.1
```
Positions in Å, forces in eV/Å.

Values from the calculation:
Electronic energy = -346.9632 Eh
Relative energy (zero: lowest compared OMol25 entry of this formula, charge and spin) = 163.3 kJ/mol
Total charge = 0
F_max = 0.008 hartree/bohr


[10]
Computed, not measured: one molecule with the formula C5H10O2, with wB97M-V/def2-TZVPD.

The geometry in XYZ format:
```
17
Properties=species:S:1:pos:R:3:forces:R:3
C -1.517 -0.224 1.852 -0.2 -0.1 0.2
O -0.655 0.229 0.830 0.1 0.1 0.0
C -0.247 -0.817 -0.046 0.1 -0.1 -0.1
C 0.859 -0.316 -0.973 0.1 -0.1 -0.1
C 0.448 0.903 -1.816 -0.1 0.1 -0.1
C 2.185 0.086 -0.306 -0.4 0.1 0.2
O 1.978 0.711 0.824 0.1 -0.1 -0.1
H -2.437 -0.650 1.427 0.1 0.1 0.0
H -1.771 0.637 2.472 0.0 -0.1 -0.1
H -1.028 -0.989 2.473 -0.1 0.1 -0.1
H 0.126 -1.664 0.553 -0.1 0.1 -0.1
H -1.117 -1.173 -0.620 0.1 0.1 0.0
H 1.092 -1.142 -1.657 0.0 0.1 0.1
H -0.212 0.615 -2.641 0.1 0.0 0.2
H -0.067 1.648 -1.202 0.1 -0.1 -0.1
H 1.340 1.374 -2.245 -0.1 -0.1 0.0
H 1.023 0.773 1.074 0.1 0.0 -0.1
```
Positions in Å, forces in eV/Å.

Values from the calculation:
Electronic energy = -346.8791 Eh
Relative energy (zero: lowest compared OMol25 entry of this formula, charge and spin) = 384.2 kJ/mol
Total charge = 0
F_max = 0.008 hartree/bohr


[11]
Computed, not measured: one molecule with the formula C5H10O2, with wB97M-V/def2-TZVPD.

The geometry in XYZ format:
```
17
Properties=species:S:1:pos:R:3:forces:R:3
O 1.864 -0.408 1.387 0.2 0.2 0.2
C 1.884 -0.392 -0.039 0.0 0.0 -0.3
C 0.486 -0.778 -0.490 0.0 -0.1 0.1
C -0.541 0.345 -0.496 0.1 0.0 -0.1
C -2.000 -0.134 -0.445 -0.1 -0.2 -0.3
O -2.257 0.582 0.768 -0.2 0.0 0.1
C -0.893 1.026 0.842 0.3 0.2 0.2
H 2.279 0.386 1.731 0.1 -0.1 0.0
H 2.616 -1.129 -0.399 -0.1 0.1 0.1
H 2.190 0.590 -0.425 -0.1 -0.1 0.1
H 0.182 -1.526 0.252 -0.1 -0.1 -0.2
H 0.496 -1.270 -1.471 0.1 0.1 0.1
H -0.344 1.065 -1.299 0.0 -0.2 0.1
H -2.090 -1.221 -0.306 -0.1 0.2 0.0
H -2.660 0.178 -1.262 0.1 0.0 0.1
H -0.829 2.122 0.854 0.0 -0.2 0.0
H -0.369 0.619 1.714 -0.1 0.0 -0.1
```
Positions in Å, forces in eV/Å.

Values from the calculation:
Electronic energy = -346.9347 Eh
Relative energy (zero: lowest compared OMol25 entry of this formula, charge and spin) = 238.1 kJ/mol
Total charge = 0
F_max = 0.008 hartree/bohr


[12]
Computed, not measured: one molecule with the formula C5H10O2 in a non-equilibrium geometry, with wB97M-V/def2-TZVPD.

The geometry in XYZ format:
```
17
Properties=species:S:1:pos:R:3:forces:R:3
C -0.965 -0.104 1.493 1.7 2.6 2.4
C -0.397 -0.295 0.117 -0.3 0.9 0.2
C -0.556 -1.765 -0.173 2.0 -0.7 -1.6
C 1.056 0.225 -0.125 -0.2 -0.7 0.8
C 1.101 1.521 -0.924 1.5 1.0 1.8
O 1.985 2.335 -0.748 0.4 -0.4 0.0
O 0.116 1.870 -1.734 -0.5 0.2 -1.2
H -1.984 -0.429 1.474 -0.4 -0.8 0.7
H -0.230 -0.499 2.227 -1.0 -1.1 -0.2
H -0.979 0.917 2.022 -0.2 -0.6 -1.7
H -1.074 0.262 -0.559 0.5 -0.4 0.0
H -0.094 -1.884 -1.157 0.6 -0.5 0.0
H -0.195 -2.576 0.489 0.3 1.0 0.1
H -1.508 -2.057 -0.452 -2.5 -0.2 0.1
H 1.589 -0.578 -0.666 -0.1 0.6 -0.2
H 1.679 0.330 0.840 -1.1 0.3 -1.5
H 0.456 2.726 -2.124 -0.6 -1.0 0.5
```
Positions in Å, forces in eV/Å.

Values from the calculation:
Electronic energy = -346.9744 Eh
Relative energy (zero: lowest compared OMol25 entry of this formula, charge and spin) = 134.0 kJ/mol
Total charge = 0
F_max = 0.075 hartree/bohr


[13]
Computed, not measured: C5H10O2 as an isolated structure, with wB97M-V/def2-TZVPD.

The geometry in XYZ format:
```
17
Properties=species:S:1:pos:R:3:forces:R:3
O -2.264 0.701 -0.509 0.1 0.1 -0.2
C -1.451 1.614 -0.164 -0.1 0.2 -0.1
C 0.023 0.883 0.818 0.2 -0.2 0.1
C 0.418 -0.289 0.192 -0.1 0.1 0.2
C 1.755 -0.823 -0.272 0.2 0.2 -0.1
O 1.287 -2.171 -0.123 0.1 -0.2 -0.1
C 0.038 -1.733 0.440 -0.3 0.0 0.2
H -1.225 -0.106 -1.244 0.0 0.0 0.1
H -1.738 2.284 0.654 0.0 -0.1 -0.1
H -0.861 2.103 -0.965 -0.1 0.0 0.1
H -0.538 0.751 1.740 0.0 0.0 -0.1
H 0.743 1.702 0.828 -0.1 -0.1 0.0
H -0.417 -0.301 -1.345 0.1 0.0 0.0
H 2.543 -0.585 0.459 -0.1 0.0 -0.2
H 2.116 -0.598 -1.280 -0.1 0.0 0.1
H -0.829 -2.108 -0.113 0.1 0.0 0.2
H -0.066 -1.990 1.502 0.1 0.0 -0.1
```
Positions in Å, forces in eV/Å.

Values from the calculation:
Electronic energy = -346.7795 Eh
Relative energy (zero: lowest compared OMol25 entry of this formula, charge and spin) = 645.8 kJ/mol
Total charge = 0
F_max = 0.007 hartree/bohr


[14]
Computed, not measured: one molecule with the formula C5H10O2, with wB97M-V/def2-TZVPD.

The geometry in XYZ format:
```
17
Properties=species:S:1:pos:R:3:forces:R:3
C -1.374 -1.916 0.408 -0.1 -0.2 0.0
O -0.588 -0.747 0.355 0.1 0.2 0.1
C 0.176 -0.595 -0.827 0.1 0.0 -0.3
C 1.041 0.664 -0.748 0.2 -0.1 0.0
C 0.424 1.917 -0.070 0.1 0.0 -0.2
C 0.819 2.046 1.432 -0.4 -0.4 -0.5
O 0.496 0.961 2.084 0.0 0.4 -0.1
H -2.137 -1.915 -0.386 0.2 0.0 0.2
H -1.861 -1.911 1.386 0.0 -0.1 -0.2
H -0.747 -2.814 0.307 -0.1 0.2 0.0
H 0.827 -1.477 -0.963 -0.2 0.2 0.0
H -0.510 -0.541 -1.686 0.1 0.0 0.1
H 1.336 0.888 -1.781 -0.1 0.1 0.2
H 0.779 2.805 -0.606 0.0 -0.1 0.3
H -0.673 1.930 -0.199 0.2 -0.1 0.3
H 1.981 0.415 -0.241 -0.1 0.0 0.1
H 0.010 0.290 1.537 0.1 0.0 0.1
```
Positions in Å, forces in eV/Å.

Values from the calculation:
Electronic energy = -346.8750 Eh
Relative energy (zero: lowest compared OMol25 entry of this formula, charge and spin) = 395.1 kJ/mol
Total charge = 0
F_max = 0.015 hartree/bohr


[15]
Computed, not measured: a 2-piece molecular cluster, C5H10O2 overall in a non-equilibrium geometry, with wB97M-V/def2-TZVPD.

The geometry in XYZ format:
```
17
Properties=species:S:1:pos:R:3:forces:R:3
O -2.137 -1.231 -0.706 -0.2 -0.2 -0.2
C -1.163 -0.246 -1.001 0.3 0.3 -0.1
C -0.617 0.265 0.316 -0.1 0.0 -0.1
C 0.152 -0.793 1.129 0.0 -0.2 0.0
C 1.045 0.080 1.941 -0.2 -1.0 0.6
O 1.209 1.204 1.307 0.7 1.2 -0.2
C 0.433 1.338 0.223 -0.5 0.0 -0.1
H -2.464 -1.592 -1.539 0.0 0.0 0.2
H -0.336 -0.662 -1.594 -0.1 0.0 0.1
H -1.600 0.586 -1.575 0.0 -0.1 0.1
H -1.470 0.629 0.923 0.1 0.0 -0.1
H -0.482 -1.478 1.692 0.1 0.1 -0.1
H 0.775 -1.388 0.430 -0.1 0.0 0.1
H 2.514 0.457 -2.381 0.0 0.0 0.0
H 1.791 -0.163 2.684 -0.1 0.0 -0.1
H 2.080 0.621 -1.796 0.1 0.0 -0.1
H 0.271 2.373 -0.053 0.0 -0.1 -0.1
```
Positions in Å, forces in eV/Å.

Values from the calculation:
Electronic energy = -346.8339 Eh
Relative energy (zero: lowest compared OMol25 entry of this formula, charge and spin) = 502.8 kJ/mol
Total charge = 0
F_max = 0.027 hartree/bohr